(1)
{"formula": "C8H10O6PV", "method": "ωB97M-V/def2-TZVPD", "e_lumo_ev": [-11.50, -11.06], "multiplicity": 3, "orbital_gap_ev": [6.6, 7.1], "charge": 2, "relative_energy_kj_mol": 56.74, "species": ["O", "C", "V", "C", "O", "C", "O", "C", "O", "C", "O", "H", "C", "P", "C", "C", "O", "H", "H", "H", "H", "H", "H", "H", "H", "H"], "xyz": [[-0.11400, 4.42943, 1.06380], [0.01093, 3.50566, 0.34016], [-0.02611, -0.68542, -0.80375], [-0.09253, -2.60861, -0.57001], [-0.26591, -3.65455, -0.01540], [0.01424, -0.94173, -2.75690], [-0.02566, -1.40547, -3.83221], [1.73303, 0.08515, -0.29171], [2.82517, 0.34801, 0.07170], [-1.59779, 0.16137, -0.20391], [-2.69992, 0.28823, 0.21735], [-0.00654, 0.53903, -1.74046], [1.58472, 0.54969, 3.83987], [0.67568, -0.66602, 2.93650], [1.87944, -1.93630, 2.64337], [-0.51251, -1.38900, 4.01823], [0.00329, -0.11690, 1.72925], [0.91269, 1.33967, 4.23810], [2.36592, 1.00438, 3.19302], [2.08925, 0.05806, 4.69366], [2.31017, -2.19778, 3.62303], [1.40128, -2.82903, 2.19679], [2.67981, -1.56850, 1.97438], [-1.21469, -0.61422, 4.39324], [-1.07419, -2.17669, 3.47187], [0.00704, -1.84916, 4.87696]]}

(2)
{"formula": "C47H105BF4N5O", "method": "ωB97M-V/def2-TZVPD", "e_lumo_ev": -6.55, "orbital_gap_ev": 4.1, "charge": 3, "relative_energy_kj_mol": 3576.25, "species": ["C", "C", "O", "H", "H", "H", "H", "H", "C", "C", "C", "N", "C", "C", "C", "C", "C", "C", "H", "H", "H", "H", "H", "H", "H", "H", "H", "H", "H", "H", "H", "H", "H", "H", "H", "H", "H", "H", "C", "C", "C", "N", "C", "C", "C", "C", "C", "C", "H", "H", "H", "H", "H", "H", "H", "H", "H", "H", "H", "H", "H", "H", "H", "H", "H", "H", "H", "H", "C", "C", "C", "N", "C", "C", "C", "C", "C", "C", "H", "H", "H", "H", "H", "H", "H", "H", "H", "H", "H", "H", "H", "H", "H", "H", "H", "H", "H", "H", "C", "C", "C", "N", "C", "C", "C", "C", "C", "C", "H", "H", "H", "H", "H", "H", "H", "H", "H", "H", "H", "H", "H", "H", "H", "H", "H", "H", "H", "H", "C", "C", "C", "N", "C", "C", "C", "C", "C", "C", "H", "H", "H", "H", "H", "H", "H", "H", "H", "H", "H", "H", "H", "H", "H", "H", "H", "H", "H", "H", "B", "F", "F", "F", "F"], "xyz": [[-4.22970, -0.80319, 0.01934], [-4.93387, -0.31072, 1.33977], [-6.29867, -0.53624, 1.36585], [-4.67753, -0.45964, -0.91315], [-4.04522, -1.87725, 0.04088], [-3.17875, -0.52204, -0.04809], [-4.87511, 0.77400, 1.25011], [-4.41046, -0.58091, 2.25690], [-3.70949, -3.53847, -1.07808], [-2.56999, -3.12803, -2.00281], [-1.36417, -2.44767, -1.34946], [-0.28437, -1.84265, -2.32323], [0.85513, -1.27045, -1.32839], [1.99082, -0.53484, -2.05463], [1.38893, 0.51886, -3.03961], [0.23326, -0.00907, -3.93178], [-0.97525, -0.74454, -3.20604], [0.24168, -2.88626, -3.27137], [-3.43085, -4.34127, -0.39546], [-4.44683, -3.84573, -1.81972], [-4.16693, -2.64749, -0.64796], [-2.91404, -2.50055, -2.82501], [-2.33924, -4.05482, -2.52808], [-0.83824, -3.13336, -0.68515], [-1.74116, -1.61654, -0.75347], [0.37513, -0.57716, -0.63771], [1.18772, -2.15486, -0.78497], [2.82746, -0.14648, -1.47383], [2.48885, -1.31965, -2.62397], [1.00595, 1.29741, -2.37985], [2.25465, 0.85510, -3.61020], [-0.20652, 0.93406, -4.25613], [0.53983, -0.59485, -4.79838], [-1.38815, -0.06348, -2.46188], [-1.72807, -1.13094, -3.89311], [0.68282, -3.73362, -2.74651], [0.94740, -2.40031, -3.94510], [-0.43400, -3.40347, -3.95258], [3.23384, -5.99982, 3.15797], [1.77924, -5.68794, 2.74945], [1.32130, -4.19801, 2.62936], [-0.11934, -3.97070, 2.05848], [-1.14806, -4.08978, 3.21954], [-2.40913, -3.31704, 2.99152], [-2.26439, -1.87786, 2.48627], [-1.54842, -1.99177, 1.11859], [-0.09644, -2.53759, 1.40393], [-0.42991, -4.88080, 0.98353], [3.49423, -7.04025, 3.35245], [3.45722, -5.34904, 4.00335], [3.89546, -5.60905, 2.38488], [1.13309, -6.10565, 3.52153], [1.40064, -6.35707, 1.97677], [1.97588, -3.79384, 1.85716], [1.49342, -3.50816, 3.45553], [-0.69609, -3.62608, 4.09637], [-1.26161, -5.13292, 3.51461], [-2.90571, -3.25576, 3.95991], [-3.09707, -3.78989, 2.29063], [-1.79464, -1.11679, 3.10932], [-3.24842, -1.49927, 2.20976], [-1.44025, -0.97202, 0.74914], [-2.05202, -2.62004, 0.38390], [0.32476, -1.86484, 2.15099], [0.51107, -2.51299, 0.49926], [0.41967, -4.86991, 0.30074], [-1.27274, -4.59691, 0.35333], [-0.54620, -5.83352, 1.50015], [-3.62942, 6.18770, -2.80887], [-4.09323, 5.04833, -1.93912], [-3.11386, 4.50541, -0.83343], [-3.65368, 3.28285, 0.06874], [-2.68154, 3.18560, 1.22648], [-3.13905, 2.06434, 2.17317], [-4.41016, 2.45149, 2.85349], [-5.44682, 2.70802, 1.85189], [-5.06720, 3.64208, 0.68432], [-3.80069, 2.04937, -0.85183], [-3.38096, 7.04703, -2.18604], [-4.43962, 6.45028, -3.48912], [-2.80977, 6.09856, -3.52184], [-4.39747, 4.30196, -2.67293], [-4.99425, 5.37067, -1.41725], [-3.01894, 5.30913, -0.10328], [-2.14727, 4.08887, -1.11679], [-2.58670, 4.07523, 1.84912], [-1.66330, 3.04498, 0.86384], [-2.31973, 1.87291, 2.86612], [-3.30901, 1.11065, 1.67347], [-4.07128, 3.32807, 3.40565], [-4.90107, 1.75107, 3.52915], [-6.19240, 3.31997, 2.35958], [-6.06249, 1.87096, 1.52268], [-4.99580, 4.68195, 1.00317], [-5.79062, 3.65904, -0.13083], [-4.01434, 1.15154, -0.27186], [-2.85755, 1.81861, -1.34714], [-4.71256, 2.16767, -1.43714], [1.24499, 0.33042, 1.67481], [2.69441, 0.35123, 1.08513], [3.39843, -1.00909, 1.47886], [4.76839, -1.25161, 0.71661], [4.71601, -0.84683, -0.75088], [3.69820, -1.71597, -1.44147], [4.19643, -3.12712, -1.35488], [4.41236, -3.76769, 0.08102], [5.36953, -2.71793, 0.80262], [5.81782, -0.40991, 1.45219], [0.79024, -0.57612, 1.27543], [0.64990, 1.22817, 1.50747], [1.14027, 0.23972, 2.75597], [3.26957, 1.22098, 1.40268], [2.47026, 0.57898, 0.04303], [2.71590, -1.80990, 1.19433], [3.56931, -1.05727, 2.55431], [4.51164, 0.22302, -0.70884], [5.76259, -0.87101, -1.05449], [2.68856, -1.68055, -1.03223], [3.70329, -1.44157, -2.49635], [3.60406, -3.83247, -1.93770], [5.19381, -3.23848, -1.78023], [3.44773, -3.92992, 0.56194], [4.83307, -4.76988, -0.00103], [5.51011, -2.89955, 1.86815], [6.31163, -2.51563, 0.29309], [5.95993, -0.85274, 2.43799], [5.46220, 0.62041, 1.44429], [6.79401, -0.58967, 1.00181], [5.42722, 2.08690, 0.70415], [4.38089, 2.93639, -0.12581], [2.97828, 2.68631, 0.29666], [1.85074, 3.47934, -0.51455], [0.45386, 3.29905, 0.15316], [-0.68620, 4.04618, -0.43549], [-0.82556, 3.80720, -2.02580], [0.54544, 3.64603, -2.74529], [1.71374, 2.88385, -1.91511], [2.09616, 5.01076, -0.63770], [5.28756, 1.84739, 1.75830], [6.37731, 2.59807, 0.85953], [5.71607, 1.14726, 0.23326], [4.45416, 2.63366, -1.17036], [4.65362, 3.99142, -0.15086], [2.75168, 3.10751, 1.27612], [2.63711, 1.65557, 0.39295], [0.10778, 2.26573, 0.17715], [0.68018, 3.49512, 1.20122], [-1.54009, 3.73102, 0.16421], [-0.56312, 5.09544, -0.16716], [-1.52571, 2.99872, -2.23615], [-1.32481, 4.69181, -2.42118], [0.36143, 3.08889, -3.66390], [1.04041, 4.53909, -3.12681], [1.58037, 1.80216, -1.93088], [2.63422, 3.15255, -2.43341], [1.34346, 5.64023, -1.11237], [2.99338, 5.16344, -1.23752], [2.45666, 5.26073, 0.36013], [-1.02136, 0.68482, 0.11817], [-0.51156, 0.18638, 1.30935], [-1.77504, 1.78130, 0.44804], [0.04002, 1.04374, -0.67520], [-1.73477, -0.22874, -0.58010]]}

(3)
{"formula": "C50H113N6O19", "method": "ωB97M-V/def2-TZVPD", "e_lumo_ev": -8.13, "orbital_gap_ev": 1.3, "charge": 1, "species": ["C", "C", "C", "N", "C", "C", "C", "C", "C", "C", "H", "H", "H", "H", "H", "H", "H", "H", "H", "H", "H", "H", "H", "H", "H", "H", "H", "H", "H", "H", "C", "C", "C", "N", "C", "C", "C", "C", "C", "C", "H", "H", "H", "H", "H", "H", "H", "H", "H", "H", "H", "H", "H", "H", "H", "H", "H", "H", "H", "H", "C", "C", "O", "N", "H", "H", "C", "H", "H", "H", "H", "H", "H", "C", "C", "N", "C", "C", "C", "C", "C", "O", "C", "H", "H", "H", "H", "H", "H", "H", "H", "H", "H", "H", "H", "H", "H", "H", "H", "H", "H", "H", "H", "C", "C", "N", "C", "C", "C", "C", "C", "O", "C", "H", "H", "H", "H", "H", "H", "H", "H", "H", "H", "H", "H", "H", "H", "H", "H", "H", "H", "H", "H", "C", "C", "N", "C", "C", "C", "C", "C", "O", "C", "H", "H", "H", "H", "H", "H", "H", "H", "H", "H", "H", "H", "H", "H", "H", "H", "H", "H", "H", "H", "O", "C", "O", "O", "H", "O", "C", "O", "O", "H", "O", "C", "O", "O", "H", "O", "C", "O", "O", "H", "O", "C", "O", "O", "H"], "xyz": [[3.26970, -4.86753, -3.29684], [2.11918, -5.14191, -4.18933], [1.17174, -4.03257, -3.94707], [-0.22514, -4.03219, -4.68617], [-0.98356, -5.17340, -4.05084], [-2.40407, -5.27457, -4.46143], [-3.22828, -4.04114, -4.02919], [-2.55878, -2.84348, -4.67899], [-0.98867, -2.76647, -4.27020], [-0.03104, -4.14385, -6.13489], [3.89839, -5.73847, -3.38678], [2.97304, -4.77659, -2.24425], [3.83563, -3.93612, -3.49929], [1.58417, -6.08527, -4.01773], [2.36132, -5.22443, -5.30070], [1.63484, -3.14998, -4.31960], [0.85686, -3.97259, -2.92784], [-0.81663, -5.10182, -2.96760], [-0.40373, -6.02660, -4.35446], [-2.71300, -6.25573, -4.16539], [-2.41315, -5.29104, -5.59273], [-3.18871, -3.93035, -2.96677], [-4.27211, -4.08092, -4.25560], [-2.89965, -1.80614, -4.36065], [-2.69744, -2.83040, -5.71873], [-0.70588, -2.69004, -3.22337], [-0.49717, -1.93258, -4.67978], [0.34416, -3.13235, -6.45373], [-1.04272, -4.29543, -6.49344], [0.58359, -4.95900, -6.45617], [2.50490, 5.02804, 8.34127], [1.24309, 4.69772, 7.57687], [1.43723, 4.60548, 6.08452], [0.17184, 4.78493, 5.33324], [0.41461, 4.53326, 3.76915], [0.61615, 3.08581, 3.43497], [-0.54606, 2.15868, 3.94264], [-0.78623, 2.37836, 5.44153], [-0.90586, 3.85677, 5.77278], [-0.33672, 6.19318, 5.38649], [3.29666, 4.32866, 8.05697], [2.34473, 4.93412, 9.40854], [2.81652, 6.01018, 8.03282], [0.50659, 5.48448, 7.88399], [0.75692, 3.72759, 7.91486], [1.79858, 3.59356, 5.90431], [2.16177, 5.35455, 5.63340], [1.34275, 5.11639, 3.58812], [-0.44638, 4.96616, 3.31973], [1.56269, 2.76962, 3.90107], [0.78525, 2.88920, 2.40947], [-0.44229, 1.10362, 3.71844], [-1.45864, 2.47575, 3.40683], [-0.09695, 1.81907, 6.02742], [-1.78509, 2.01547, 5.70193], [-1.16815, 4.05460, 6.86715], [-1.77584, 4.23888, 5.23912], [-1.35685, 6.24289, 4.99054], [0.38200, 6.78931, 4.88887], [-0.35014, 6.45014, 6.47570], [-0.98507, 0.66756, 0.43310], [0.35820, 1.22378, 0.01314], [0.45211, 2.01858, -0.90121], [1.48487, 0.79427, 0.55528], [2.26268, 1.14410, -0.00909], [1.28996, 8.99460, 5.07340], [1.72450, -0.36406, 1.24633], [-1.25151, 0.00560, -0.33861], [-1.67992, 1.50771, 0.53556], [-0.99680, 0.10348, 1.35978], [2.79125, -0.46794, 1.37484], [1.45654, -1.25456, 0.68331], [1.09213, -0.45029, 2.11844], [4.55942, 0.87419, -2.92923], [5.29408, 0.24863, -1.73128], [6.84581, 0.24879, -1.75344], [7.20621, -0.64476, -0.56033], [7.35067, -0.33906, -3.15034], [6.68592, -1.61889, -3.67285], [7.50728, 1.62999, -1.62780], [7.07905, 2.58508, -0.53326], [7.62518, 2.29606, 0.71250], [7.34210, 3.45783, 1.51943], [3.52978, 0.99286, -2.65562], [4.62345, 0.27259, -3.86006], [4.92927, 1.90691, -3.14613], [5.07152, -0.83139, -1.68277], [5.07556, 0.75304, -0.76568], [8.32127, -0.82500, -0.45242], [6.66164, -1.61112, -0.68137], [6.97709, -0.07876, 0.33367], [8.40720, -0.46210, -2.93257], [7.17373, 0.52911, -3.72822], [5.66035, -1.32114, -3.95053], [6.73760, -2.25210, -2.80442], [7.18859, -1.97237, -4.58319], [7.22942, 2.04376, -2.59964], [8.59990, 1.50234, -1.61999], [6.02041, 2.75034, -0.54512], [7.50248, 3.57954, -0.83905], [7.38103, 3.04736, 2.55150], [6.35744, 3.83498, 1.30251], [8.07178, 4.27534, 1.32107], [-3.45892, -5.06377, 0.23124], [-4.22671, -4.40415, 1.41717], [-3.33654, -3.57339, 2.41140], [-2.72857, -2.38852, 1.73544], [-4.26063, -3.09326, 3.50020], [-3.59943, -2.28776, 4.60732], [-2.15720, -4.48512, 2.85535], [-2.38045, -5.89427, 3.42368], [-3.24401, -5.84637, 4.55879], [-3.63414, -7.17833, 4.93709], [-4.21273, -5.52303, -0.40450], [-2.74451, -5.89203, 0.46221], [-2.96332, -4.31401, -0.38453], [-4.76478, -5.14344, 1.99046], [-4.99671, -3.65417, 1.06952], [-2.23937, -2.58959, 0.80888], [-2.12170, -1.88992, 2.42747], [-3.61715, -1.77679, 1.52484], [-4.74425, -3.95133, 3.80937], [-5.07994, -2.51453, 3.05316], [-4.29485, -2.18652, 5.44479], [-3.40350, -1.32229, 4.17410], [-2.64633, -2.66889, 5.00180], [-1.67013, -3.86696, 3.56741], [-1.53522, -4.56284, 1.95572], [-1.37178, -6.30331, 3.70415], [-2.86008, -6.62467, 2.68802], [-4.28168, -7.59510, 4.15976], [-4.21462, -7.09139, 5.84848], [-2.75140, -7.77507, 5.08453], [-4.37354, 5.75500, -3.61488], [-3.21739, 4.83633, -4.03905], [-2.95017, 3.59880, -3.24532], [-1.63908, 3.06324, -3.57937], [-2.85143, 3.96562, -1.74401], [-1.92030, 5.16952, -1.41991], [-4.19545, 2.74308, -3.19240], [-4.55552, 2.18621, -4.55820], [-5.18034, 3.07747, -5.47465], [-5.98393, 2.26435, -6.40492], [-4.10485, 6.61984, -4.20029], [-4.45030, 6.08556, -2.56323], [-5.36642, 5.46443, -4.07107], [-2.27137, 5.43440, -4.05539], [-3.30906, 4.53890, -5.09381], [-1.45985, 2.18439, -2.96198], [-0.96775, 3.81557, -3.29125], [-1.45199, 2.87044, -4.65022], [-2.44347, 3.10645, -1.17816], [-3.79982, 4.25756, -1.45510], [-2.38522, 6.05708, -1.89264], [-0.91011, 4.95263, -1.77393], [-1.95122, 5.08379, -0.33238], [-4.99127, 3.36848, -2.75992], [-3.96611, 1.89580, -2.57735], [-5.24721, 1.34822, -4.23476], [-3.64347, 1.74899, -5.02601], [-5.45528, 1.46406, -6.96171], [-6.37296, 2.87994, -7.19589], [-6.77887, 1.72375, -5.91386], [-4.70419, 0.32170, -1.42627], [-3.80284, -0.73019, -1.79118], [-3.15585, -0.44673, -2.84730], [-3.65898, -1.76225, -1.06687], [-5.19499, -0.08539, -0.70443], [4.16929, -4.43555, -0.20416], [4.63551, -3.29388, -0.76929], [3.79021, -2.44040, -1.30546], [5.88762, -3.22504, -0.86510], [3.15845, -4.35140, -0.13728], [1.14820, -2.21167, 4.19202], [1.05208, -0.91950, 4.81395], [-0.01420, -0.44814, 4.88369], [2.26687, -0.47316, 5.13455], [2.05457, -2.48390, 4.08972], [1.12247, -2.41627, -1.38302], [0.80079, -3.59489, -0.75035], [-0.27033, -4.10521, -1.01732], [1.55707, -3.99302, 0.16035], [2.13623, -2.33924, -1.16452], [-4.08709, 5.08466, 1.43295], [-3.10992, 5.19631, 2.52171], [-1.93991, 5.00994, 2.21163], [-3.56091, 5.42119, 3.63155], [-4.80986, 5.67452, 1.75600]]}